# 1
A molecular structure, C37H50AlBN4OPS2. Source: the OMol25 dataset; level of theory: ωB97M-V with the def2-TZVPD basis set.

Output
frontier orbital gap = 6.913 eV
charge = -1
HOMO energy = -4.5817 eV
E_tot = -3139.44269 a.u.
M = 699.7 u

The geometry in XYZ format:
```
97
C37H50AlBN4OPS2 (ωB97M-V with the def2-TZVPD basis set)
C -1.48635 -1.80896 1.45475
H -0.72044 6.16659 -2.07914
H 1.07764 0.02232 3.62647
H 1.04922 7.13144 1.71512
C 3.28716 -3.64273 -1.62212
H -2.31232 -1.29012 0.97411
H -3.33708 2.46396 1.49308
H -0.71251 7.00554 1.61933
C -0.71557 -3.64339 2.79608
C -2.70516 2.20589 4.37181
H -1.42558 3.98048 -1.66921
C 0.63922 -0.89043 -6.53363
H -3.03722 -1.35416 -1.58603
H -2.47700 4.43420 0.48368
C -1.91970 -3.06726 -2.23439
P -0.40449 -2.09490 -2.25395
C 0.24642 -0.31971 -4.23209
C -1.77955 3.32618 4.83782
H -1.70519 4.06201 4.03253
C 0.83279 -1.97556 1.97375
C -4.29275 -3.08649 -1.85530
C -2.31879 1.63018 3.00986
C 0.02451 -2.60668 -4.97245
B 3.78449 0.21875 -2.57699
H -1.79412 6.40386 -0.71590
C -3.08728 -2.39988 -1.87064
C -1.95957 -4.41827 -2.56654
H -3.73236 2.58214 4.31640
H 2.91398 -2.09286 2.51553
H 0.90808 -0.59305 -7.53958
H 3.36888 -0.22050 -3.63214
C 0.58478 0.05727 -5.52452
H 4.55680 -0.55737 -2.04853
H -0.43374 2.05675 5.97908
H 0.81925 1.09255 -5.73291
H 0.39806 -2.96306 -7.05107
N 2.41708 -0.09391 2.02288
H 3.89857 -5.05842 -0.13167
H 0.26002 5.54403 1.60102
H -0.26929 -4.10623 -0.16578
C -1.46486 2.73314 0.87975
H 0.11115 4.03306 -0.82004
C 0.35594 -2.22444 -6.26073
H 1.38904 -3.63970 3.20602
H 2.20960 1.36582 3.49514
N -1.51709 4.10993 0.44534
H 1.61947 -5.35206 0.78765
C -0.19739 -1.27101 1.33301
C -3.16710 -5.09908 -2.54933
N -2.45794 2.64133 1.96333
H -2.76846 -3.35709 2.22244
C 2.26614 -1.52041 1.82285
H 0.20043 0.41070 -3.43441
C 0.30637 6.65212 -0.26376
H 0.33710 7.70274 -0.57383
C 0.57008 -3.13123 2.70523
H 1.25155 6.20957 -0.59509
H -5.19956 -2.57043 -1.56761
C 0.93440 -3.14396 -1.67885
H 0.12576 2.42450 4.33789
Al -0.01654 0.34502 0.15236
H -2.23081 3.83542 5.69577
C -4.33259 -4.43162 -2.19552
C -0.38485 2.83453 5.21061
C -1.75458 -2.97667 2.16014
C 1.78650 -4.69988 -0.05939
H -1.28808 1.27827 3.03064
C -0.83482 5.95893 -1.01057
H 4.28704 -3.47315 -1.99957
S -1.89632 1.48808 -0.46402
H -2.93839 0.75102 2.79545
H -1.04402 -4.94393 -2.81462
S 0.25387 2.31164 1.34649
H 3.78725 1.44512 1.72111
C 0.71898 -4.00298 -0.60245
H 0.23073 3.64971 5.59758
H 2.40169 -2.24253 -2.97933
H -0.18986 -3.64728 -4.75627
O -0.58764 -0.86703 -1.42898
C 0.22601 6.57662 1.25780
C 2.10779 0.28648 3.38766
C 2.54610 0.32913 -1.60645
H -5.27401 -4.96644 -2.17423
C 2.22162 -2.95332 -2.18075
C -0.02800 -1.65508 -3.95697
H 2.77941 -0.21136 4.11203
N 1.65903 0.35935 -0.86991
H -3.19685 -6.15183 -2.80008
H -0.90679 -4.54522 3.36686
C 3.74083 0.35778 1.64751
H 4.52520 -0.06979 2.29865
H 4.26539 1.32043 -2.70600
H -2.70481 1.39495 5.11130
C -0.90120 4.44668 -0.82383
C 3.06567 -4.52248 -0.57057
H 3.95634 0.07342 0.61766
H 2.60521 -1.75565 0.80621
```


# 2
A molecular structure, C37H50BBr2CsN8 at a distorted geometry. Source: the OMol25 dataset; level of theory: ωB97M-V with the def2-TZVPD basis set.

Output
frontier orbital gap = 7.333 eV
HOMO energy = -7.6900 eV
E_tot = -7071.13805 a.u.
M = 910.4 u

The geometry in XYZ format:
```
99
C37H50BBr2CsN8 (ωB97M-V with the def2-TZVPD basis set)
N -2.07561 1.24529 2.67767
C -4.60667 -0.78118 2.78128
H -1.48928 0.19783 5.07968
C 3.16275 1.14172 -6.33131
C -4.10382 0.65052 -2.87071
H -0.72555 2.97502 -2.92243
H 3.41380 0.92174 -7.36156
H -4.00692 -0.09268 3.37741
H -1.39129 1.10921 6.60130
C 3.00389 2.40964 -5.91613
C 2.99892 0.04317 -5.41662
H -0.10598 -3.76918 0.12512
H -0.16899 -5.53550 0.27523
N -2.93269 -1.12628 0.95743
C 2.49518 4.01681 -4.09303
H -5.01314 -1.54368 -0.65337
C -5.33677 -0.53480 -0.91638
C -2.11240 -4.56549 0.34994
H -2.61820 -5.68952 2.14366
C -2.78332 -5.73581 1.06545
C -0.28945 2.62315 4.61854
H 0.23271 2.71448 5.57512
H 3.08456 -3.34127 -5.21259
H -0.46093 1.17380 -5.43963
C -3.62753 -3.00755 1.85461
H 2.62342 4.83858 -4.78760
H -0.84187 3.50697 -4.61272
C 2.16218 4.24446 -2.78626
H -2.14607 3.86423 -3.46433
H -5.32241 -0.18459 2.21136
Br 1.82427 -1.49392 2.44317
C -3.05740 2.03483 -5.29203
H -1.89995 3.58586 6.61483
H -0.15383 3.55016 4.05762
H -1.91606 -5.61914 -1.53821
H -4.32170 2.77958 -0.30662
C -3.75850 2.35093 1.72803
C -2.08718 1.79866 -4.13538
B -2.55674 0.29474 0.50194
C 2.66746 0.27788 -4.07577
H -0.40694 -4.50730 1.70067
H -2.30207 4.43077 5.11557
C -2.68134 -3.25331 0.84255
H 0.16017 1.81113 4.04446
H -3.84348 2.73597 -5.00584
N -2.23230 1.19031 -1.75619
N 2.15668 1.88818 -2.33564
Cs 0.54939 -0.27035 -0.78593
C -1.01697 0.79158 -4.57734
H -3.45897 3.30326 5.83338
H -5.69606 -0.06036 -0.00352
H -0.30112 0.60966 -3.77217
H -4.08661 3.73992 3.40262
H -1.46728 -0.16447 -4.85236
H -5.17394 3.71100 0.93019
N -3.10977 0.59245 -0.90563
C -1.77673 2.33566 4.85331
H 3.12397 3.23844 -6.60283
C 1.99734 3.13340 -1.94516
H -3.86055 -5.73957 0.88865
C -3.75283 -1.62847 1.89569
N -2.86203 1.35102 1.57949
C -3.55015 2.90971 2.97477
H -2.37735 -6.68267 0.70202
C -4.23058 0.23339 -1.55850
H 3.01683 0.46908 3.36579
H -5.59517 2.02688 0.64782
N -2.26271 -2.11386 0.30972
C 2.66629 2.69798 -4.54735
H -1.37583 0.27910 0.34031
H -4.14647 -3.71652 2.47767
H -2.52723 2.44969 -6.15263
H -2.96219 0.80165 5.84273
H -5.16929 -1.42524 3.45711
N 2.48784 -0.72474 -3.19014
Br 3.66355 0.68429 0.97668
H -3.41476 -4.68616 -1.38636
C -1.40751 3.11715 -3.76109
C -4.76198 2.73139 0.68789
C -0.60577 -4.59818 0.63053
C 2.97738 -2.30401 -4.92935
H -6.17471 -0.60927 -1.60906
H 2.01360 5.24408 -2.40394
C -2.47387 2.18180 3.52027
C -2.82675 1.23838 -2.93878
H 2.48594 -2.74410 -2.87444
C 3.28640 -0.26117 2.61472
H 1.71256 3.28018 -0.90710
C 3.15408 -1.29007 -5.83119
H -1.89547 -3.84853 -1.68827
H 4.17064 -0.82273 2.88247
C -2.39795 3.48228 5.64810
H -4.82850 0.51845 -3.65661
C 2.64091 -1.96125 -3.61145
C -1.91264 1.02950 5.64327
H 3.40791 -1.49825 -6.86379
C 2.49393 1.65946 -3.62443
H -3.53214 1.10454 -5.60935
C -2.34689 -4.68828 -1.15876
```